The following is a quantum chemistry calculation of a structure of composition C34H34Cl60N2O2S in a non-equilibrium geometry, from the OMol25 dataset.

Each line ends with the Mulliken charge.
Cartesian coordinates (Å):
C  -3.95  2.57  2.89  -0.7322
C  -4.20  3.72  1.78  -0.2376
C  -2.78  4.29  1.21  -1.0018
N  -2.26  3.29  0.24  -0.1299
N  -0.94  2.89  0.50  -0.0612
C  -0.12  2.80  -0.76  0.0654
C  -0.77  1.71  -1.73  -1.1340
C  -0.05  1.59  -3.17  0.6295
C  -1.02  2.19  -4.30  -1.3765
O  0.26  0.17  -3.35  -0.2720
C  0.94  -0.03  -4.61  -0.8230
C  -0.07  -0.79  -5.61  0.8103
C  -1.34  -1.42  -4.99  -0.2623
C  -2.30  -2.19  -5.94  -0.4811
C  -1.96  -2.31  -7.45  -0.3842
C  -0.70  -1.64  -8.11  -0.5755
C  0.25  -0.87  -7.14  -0.6635
C  1.42  2.51  -0.38  0.2382
C  1.73  0.99  -0.02  -0.4091
C  3.28  0.62  0.11  -0.4278
C  3.79  0.50  1.65  0.0897
S  5.64  0.11  1.60  -0.1143
O  2.36  3.04  -1.36  -0.3945
C  2.39  4.49  -1.35  -0.7356
H  -4.33  1.58  2.46  0.2287
H  -4.52  2.79  3.87  0.1841
H  -2.82  2.54  3.09  0.1757
H  -4.88  3.33  0.93  0.2321
H  -4.81  4.56  2.28  0.3034
H  -3.05  5.28  0.68  0.3232
H  -2.13  4.45  2.14  0.4138
H  -2.37  3.72  -0.70  0.3182
H  -0.44  3.55  1.11  0.1660
H  -0.27  3.83  -1.28  0.1819
H  -1.88  1.93  -1.95  0.5372
H  -0.76  0.67  -1.23  0.1933
H  0.94  2.16  -3.24  0.3131
H  -0.58  2.13  -5.36  0.3055
H  -1.10  3.33  -4.07  0.3815
H  -2.08  1.76  -4.24  0.3080
H  1.79  -0.79  -4.40  0.2829
H  1.40  0.92  -5.05  0.4545
H  -1.64  -1.37  -3.89  0.3021
H  -3.23  -2.67  -5.49  0.2889
H  -2.68  -2.93  -8.11  0.5536
H  -0.49  -1.75  -9.23  0.3847
H  1.18  -0.36  -7.55  0.2794
H  1.61  3.12  0.59  0.2036
H  1.27  0.81  1.04  0.3338
H  1.25  0.22  -0.71  -0.1563
H  4.00  1.35  -0.40  0.1630
H  3.47  -0.41  -0.41  -0.0539
H  3.18  -0.33  2.13  0.3314
H  3.62  1.53  2.13  -0.1116
H  6.04  0.04  0.26  0.0613
H  1.97  4.84  -2.37  0.2389
H  1.71  4.94  -0.55  0.3208
H  3.47  4.88  -1.30  0.1965
C  3.08  -3.62  -0.82  0.2818
Cl  2.99  -5.13  -1.75  -0.1080
Cl  4.78  -3.16  -0.60  -0.0804
Cl  2.23  -2.33  -1.68  -0.0100
Cl  2.33  -3.87  0.78  -0.1326
C  8.09  3.41  0.38  0.1971
Cl  8.05  3.07  2.13  0.0019
Cl  9.30  2.35  -0.40  -0.1114
Cl  6.49  3.09  -0.32  0.0094
Cl  8.53  5.11  0.12  -0.1038
C  3.38  -9.06  0.20  0.3308
Cl  4.53  -9.40  1.50  -0.0883
Cl  1.99  -10.16  0.33  -0.0908
Cl  2.82  -7.38  0.32  -0.0017
Cl  4.17  -9.30  -1.38  -0.1150
C  6.38  -1.36  5.65  0.1723
Cl  7.21  -0.75  7.10  -0.0697
Cl  5.21  -0.14  5.09  0.0097
Cl  7.57  -1.67  4.37  -0.0598
Cl  5.52  -2.86  6.04  -0.1024
C  -6.08  -3.49  -8.21  0.2686
Cl  -6.13  -5.00  -9.13  -0.0775
Cl  -4.39  -3.01  -7.94  -0.0666
Cl  -6.91  -2.21  -9.12  -0.1062
Cl  -6.89  -3.72  -6.64  -0.1170
C  -0.43  -8.95  3.63  0.2414
Cl  -1.27  -10.42  3.11  -0.1189
Cl  -1.62  -7.65  3.88  -0.1000
Cl  0.43  -9.26  5.15  -0.0798
Cl  0.73  -8.45  2.38  0.0357
C  0.79  -5.24  -6.99  0.2317
Cl  1.61  -4.64  -5.53  -0.0540
Cl  -0.35  -4.00  -7.58  0.1031
Cl  2.00  -5.59  -8.25  -0.1301
Cl  -0.10  -6.73  -6.59  -0.1346
C  2.92  4.09  4.35  0.0467
Cl  1.52  3.72  3.32  0.0295
Cl  2.37  4.45  5.99  -0.0323
Cl  4.01  2.69  4.38  0.0739
Cl  3.78  5.50  3.69  -0.1117
C  -1.16  2.47  7.48  0.2110
Cl  -0.58  3.65  8.67  -0.1148
Cl  0.01  2.35  6.15  0.0279
Cl  -1.34  0.88  8.25  -0.0888
Cl  -2.73  3.00  6.83  -0.0392
C  -9.48  -7.76  -9.27  0.3424
Cl  -8.94  -6.56  -8.07  -0.0538
Cl  -8.27  -7.89  -10.56  -0.1046
Cl  -9.69  -9.34  -8.48  -0.0941
Cl  -11.03  -7.24  -9.96  -0.0953
C  10.61  0.86  5.88  0.2905
Cl  11.19  2.05  7.07  -0.1006
Cl  11.78  0.74  4.55  -0.1032
Cl  10.43  -0.72  6.67  -0.0811
Cl  9.04  1.39  5.24  -0.0045
C  -2.45  -9.79  8.34  0.3326
Cl  -2.11  -8.11  7.88  -0.0756
Cl  -2.65  -10.77  6.87  -0.0645
Cl  -1.09  -10.43  9.29  -0.0967
Cl  -3.94  -9.86  9.30  -0.1001
C  -4.51  3.34  10.32  0.3184
Cl  -5.17  2.04  9.30  -0.0777
Cl  -2.85  2.93  10.80  -0.0582
Cl  -4.51  4.86  9.41  -0.0852
Cl  -5.52  3.52  11.77  -0.1028
C  -5.74  6.49  -1.69  0.2846
Cl  -4.68  5.19  -1.11  -0.0723
Cl  -7.27  5.78  -2.26  -0.0952
Cl  -6.07  7.62  -0.37  -0.0677
Cl  -4.95  7.35  -3.03  -0.1136
C  -3.88  11.03  0.57  0.3152
Cl  -3.52  12.71  0.11  -0.0994
Cl  -4.10  10.04  -0.89  -0.0269
Cl  -2.52  10.38  1.52  -0.0938
Cl  -5.36  10.98  1.55  -0.1006

Computed properties:
frontier orbital gap	7.92	eV
F_max	4.7	eV/Å
HOMO	-8.0	eV